(1)
Density functional theory data (wB97M-V/def2-TZVPD) for the molecule C4H3NO2.

Values from the calculation:
ΔE to the lowest compared entry with this formula, charge and spin, kJ/mol: 453.9
Gap between HOMO and LUMO, eV: 6.97
Total charge: 0
LUMO energy, eV: -2.18
E_HOMO, eV: -9.1431

Last column: natural (NBO) charge in e.
Positions of all 10 atoms, in Å:
1 O -2.74424 0.19765 -0.39652  -0.403
2 C -1.69254 0.02458 -0.90061  0.494
3 C -0.40463 -0.43590 0.00953  0.104
4 N -0.47064 -1.59364 -0.38200  -0.095
5 O 2.01579 -1.13901 0.33449  -0.541
6 C 1.72481 -0.00213 0.68394  0.363
7 C 0.40026 0.54925 0.53555  -0.512
8 H -1.35812 0.23238 -1.92294  0.189
9 H 2.46704 0.64205 1.18735  0.151
10 H 0.06226 1.52476 0.85121  0.251

=====

(2)
Density functional theory data (wB97M-V/def2-TZVPD) for the molecule C3H3ClS2 at a distorted geometry.

Values from the calculation:
ΔE to the lowest compared entry with this formula, charge and spin, kJ/mol: 117.0
Structure (SMILES): C=C(Cl)C(=S)S
Gap between HOMO and LUMO, eV: 8.21
Total charge: 0
LUMO energy, eV: -0.90
E_HOMO, eV: -9.1142

Last column: natural (NBO) charge in e.
Positions of all 9 atoms, in Å:
1 C -1.45728 0.24569 -0.24655  -0.300
2 C -0.27573 -0.49357 -0.07899  -0.171
3 Cl -0.45258 -1.87162 0.86408  0.065
4 C 0.91324 0.27371 -0.39338  -0.325
5 S 1.13279 1.01153 -1.76431  0.121
6 S 2.20203 0.30352 0.89251  0.080
7 H -2.38430 -0.18949 -0.18263  0.199
8 H -1.42281 1.14484 -0.92256  0.215
9 H 1.74463 -0.42461 1.83182  0.116

=====

(3)
Density functional theory data (wB97M-V/def2-TZVPD) for the molecule C19H24N2O2S at a distorted geometry.

Values from the calculation:
ΔE to the lowest compared entry with this formula, charge and spin, kJ/mol: 280.2
Structure (SMILES): CN1CC[C@H](N(Cc2ccccc2-c2ccccc2)S(C)(=O)=O)C1
Gap between HOMO and LUMO, eV: 8.81
Total charge: 0
LUMO energy, eV: 0.62
E_HOMO, eV: -8.1962

Last column: natural (NBO) charge in e.
Positions of all 48 atoms, in Å:
1 C -4.55734 -0.16882 0.08806  -0.403
2 N -3.16905 0.06427 -0.36729  -0.447
3 C -2.97957 0.36886 -1.78676  -0.221
4 C -1.56492 -0.02854 -2.20255  -0.416
5 C -0.95346 -0.39203 -0.86222  -0.048
6 N 0.24524 -1.22240 -1.05091  -0.673
7 C 1.51530 -0.85659 -0.34800  -0.243
8 C 1.29776 -0.71572 1.11211  -0.064
9 C 1.01423 -1.89432 1.84580  -0.193
10 C 0.75426 -1.85580 3.21179  -0.212
11 C 0.72344 -0.60924 3.88901  -0.208
12 C 1.04140 0.55564 3.16727  -0.218
13 C 1.35701 0.51108 1.79411  0.027
14 C 1.77438 1.80649 1.16673  -0.053
15 C 3.11003 1.97826 0.74501  -0.226
16 C 3.53684 3.20629 0.31268  -0.190
17 C 2.70720 4.31016 0.26375  -0.227
18 C 1.37153 4.14470 0.69682  -0.192
19 C 0.90084 2.89338 1.15587  -0.222
20 S 0.16346 -2.85259 -1.77302  2.234
21 C 0.85376 -2.58114 -3.42138  -0.850
22 O -1.21611 -3.39233 -1.91502  -0.918
23 O 1.07563 -3.70847 -1.02258  -0.941
24 C -2.11647 -0.94603 -0.02355  -0.244
25 H -5.19511 0.62107 -0.23486  0.199
26 H -5.00051 -1.08084 -0.33719  0.167
27 H -4.55017 -0.21408 1.20948  0.205
28 H -3.15953 1.41935 -1.98957  0.189
29 H -3.70996 -0.20242 -2.37816  0.166
30 H -1.64912 -0.95376 -2.79977  0.209
31 H -1.02036 0.77403 -2.70261  0.215
32 H -0.64267 0.51655 -0.36161  0.221
33 H 2.26882 -1.63450 -0.53197  0.241
34 H 1.89821 0.04906 -0.73917  0.208
35 H 0.97067 -2.89094 1.40184  0.239
36 H 0.44571 -2.78458 3.70962  0.217
37 H 0.51323 -0.54503 4.95772  0.216
38 H 1.05817 1.48055 3.74676  0.218
39 H 3.81547 1.16732 0.85536  0.218
40 H 4.59929 3.27704 -0.00473  0.210
41 H 3.15741 5.20767 -0.12356  0.220
42 H 0.72685 5.01126 0.64457  0.215
43 H -0.09089 2.71546 1.49842  0.223
44 H 0.57138 -3.45284 -3.99763  0.251
45 H 0.38157 -1.68360 -3.84574  0.247
46 H 1.91529 -2.54557 -3.39586  0.246
47 H -2.41498 -1.97474 -0.29157  0.200
48 H -1.77416 -0.89161 1.03453  0.208

=====

(4)
Density functional theory data (wB97M-V/def2-TZVPD) for a cluster of 2 separate species, C13H21N7O3 in total at a distorted geometry.

Values from the calculation:
Structure (SMILES): CNC(=O)[C@@H](NC(C)=O)[C@@H](C)O.CNc1ncnc2[nH]cnc12
Gap between HOMO and LUMO, eV: 9.23
Total charge: 0
LUMO energy, eV: 0.56
E_HOMO, eV: -8.6700

Last column: natural (NBO) charge in e.
Positions of all 44 atoms, in Å:
1 C 3.15819 -2.65694 -2.32268  -0.420
2 N 1.78089 -3.14793 -2.38106  -0.603
3 C 0.65765 -2.42422 -2.43948  0.674
4 O -0.42528 -2.99549 -2.50995  -0.639
5 C 0.70594 -0.89046 -2.39135  -0.144
6 N -0.12285 -0.34953 -3.48443  -0.610
7 C 0.09674 0.71975 -4.24687  0.683
8 C 1.38423 1.50769 -4.11269  -0.721
9 O -0.72586 1.04969 -5.08647  -0.632
10 C 0.18715 -0.39660 -1.02691  0.105
11 C 0.92835 -0.98694 0.17425  -0.634
12 O 0.33392 1.00038 -0.92778  -0.747
13 H 3.38140 -2.05966 -3.20902  0.201
14 H 3.84944 -3.50097 -2.29131  0.221
15 H 3.30980 -2.04896 -1.42885  0.202
16 H 1.63888 -4.14709 -2.41233  0.410
17 H 1.73223 -0.55194 -2.50115  0.217
18 H -0.98687 -0.83512 -3.67584  0.422
19 H 1.35650 2.33985 -4.81459  0.244
20 H 2.22938 0.86423 -4.34412  0.212
21 H 1.47028 1.89680 -3.10081  0.245
22 H -0.87062 -0.64623 -0.94592  0.161
23 H 0.53164 -0.55677 1.09408  0.220
24 H 0.78949 -2.06654 0.21544  0.209
25 H 1.99070 -0.75370 0.10627  0.206
26 H -0.36272 1.34519 -0.34794  0.499
27 C -0.83334 0.89239 5.81467  -0.417
28 N -0.99120 2.07856 4.96109  -0.567
29 C -1.30077 2.00148 3.63089  0.428
30 N -1.04208 3.13818 3.01254  -0.514
31 C -1.28736 3.18536 1.69998  0.288
32 N -1.74806 2.15731 0.97173  -0.558
33 C -2.01751 1.05301 1.64827  0.342
34 N -2.51817 -0.12302 1.18852  -0.547
35 C -2.59543 -1.00705 2.24613  0.205
36 N -2.16226 -0.43808 3.34846  -0.442
37 C -1.80492 0.87485 2.98510  -0.066
38 H -0.45540 1.18397 6.79952  0.209
39 H -0.12600 0.18493 5.36864  0.196
40 H -1.79632 0.38945 5.95427  0.217
41 H -0.48145 2.92581 5.18289  0.407
42 H -1.07861 4.11689 1.18099  0.192
43 H -2.81979 -0.29379 0.23652  0.430
44 H -2.95994 -2.02873 2.18132  0.218

=====

(5)
Density functional theory data (wB97M-V/def2-TZVPD) for a structure of composition C2H3NO3S at a distorted geometry.

Values from the calculation:
ΔE to the lowest compared entry with this formula, charge and spin, kJ/mol: 403.3
Gap between HOMO and LUMO (alpha / beta), eV: 7.95 / 7.95
Total charge: 0
LUMO energy (alpha / beta), eV: -2.01 / -2.01
E_HOMO (alpha / beta), eV: -9.9550 / -9.9563

Last column: natural (NBO) charge in e.
Positions of all 10 atoms, in Å:
1 C -0.28795 0.09544 -0.57094  -0.174
2 C 0.54835 0.44995 -1.50281  -0.251
3 N 0.00153 -1.00910 0.22183  0.087
4 O 0.46675 0.96858 1.97476  -0.895
5 O -1.71081 -0.07225 2.23462  -0.905
6 O 0.81124 -1.84388 -0.11277  -0.224
7 S -0.26687 -0.22608 2.26265  1.666
8 H -1.38655 0.51969 -0.58153  0.263
9 H 0.38617 1.26750 -2.22739  0.220
10 H 1.43815 -0.14984 -1.69843  0.214

=====

(6)
Density functional theory data (wB97M-V/def2-TZVPD) for a structure of composition C27H36N4O4Sr at a distorted geometry.

Values from the calculation:
ΔE to the lowest compared entry with this formula, charge and spin, kJ/mol: 0.0
Gap between HOMO and LUMO, eV: 9.81
Total charge: +2
LUMO energy, eV: -4.66
E_HOMO, eV: -14.4624

Last column: Löwdin charge in e.
Positions of all 72 atoms, in Å:
1 Sr -0.39035 -0.15817 -0.12427  1.504
2 C -2.71009 -1.89306 -1.73102  -0.112
3 C -3.39089 -2.20196 -0.33480  -0.162
4 O -2.59660 -1.64964 0.67369  -0.263
5 C -2.89843 -2.06059 2.01631  -0.134
6 C -1.92815 -1.23731 2.86391  -0.119
7 O -0.55186 -1.18692 2.37330  -0.257
8 C 0.37959 -2.22846 2.72520  -0.156
9 C 0.15710 -3.46914 1.95734  -0.146
10 O 0.16027 -3.11495 0.55420  -0.183
11 C -0.52885 -3.96806 -0.27692  -0.168
12 C -0.73476 -3.33681 -1.71758  -0.114
13 O -1.27173 -2.02128 -1.74743  -0.286
14 H -2.87126 -0.79897 -1.97548  0.143
15 H -3.10439 -2.57776 -2.53043  0.153
16 H -3.53038 -3.28268 -0.19176  0.137
17 H -4.32796 -1.69088 -0.29930  0.127
18 H -2.74482 -3.11470 2.13194  0.112
19 H -3.96370 -1.79991 2.30102  0.166
20 H -1.91282 -1.63950 3.88370  0.145
21 H -2.21804 -0.15618 2.86794  0.127
22 H 0.44235 -2.46258 3.74360  0.125
23 H 1.35320 -1.78308 2.47497  0.143
24 H -0.79977 -3.94943 2.24389  0.132
25 H 0.96581 -4.24284 2.16969  0.170
26 H -1.51039 -4.22117 0.13089  0.115
27 H 0.03309 -4.90560 -0.35242  0.145
28 H -1.31618 -3.91308 -2.35301  0.111
29 H 0.24969 -3.21665 -2.18981  0.130
30 C 0.17116 2.84082 -2.26963  -0.149
31 C -0.18143 3.71907 -1.09434  -0.101
32 C -1.13906 3.26223 -0.00048  -0.287
33 C -1.55574 4.21529 0.92038  0.022
34 C -2.59391 3.88666 1.80070  -0.033
35 C -3.15696 2.65754 1.82503  -0.056
36 C -2.72073 1.73059 0.88179  -0.110
37 N -1.72028 2.06664 -0.03524  -0.014
38 N 0.99927 1.65104 -1.86642  -0.197
39 C 2.19708 2.11849 -1.13203  -0.144
40 C 2.12686 2.29780 0.30727  -0.291
41 C 3.09414 3.06638 0.95329  0.011
42 C 2.90669 3.40158 2.27524  -0.028
43 C 1.90642 2.77269 2.99674  -0.011
44 C 1.06214 1.85181 2.30669  -0.115
45 N 1.16299 1.68783 1.00786  0.007
46 C 1.33783 0.86138 -3.03396  -0.135
47 C 2.09487 -0.40290 -2.67971  -0.289
48 C 2.97973 -0.96200 -3.57278  0.019
49 C 3.73510 -2.09063 -3.17895  -0.015
50 C 3.64896 -2.51537 -1.88964  -0.048
51 C 2.71265 -1.92788 -1.07741  -0.117
52 N 1.93001 -0.90980 -1.46543  0.038
53 H 0.75558 3.40321 -2.97040  0.125
54 H -0.69718 2.41767 -2.78877  0.129
55 H -0.59005 4.64549 -1.50592  0.139
56 H 0.76230 4.04489 -0.60284  0.126
57 H -1.06317 5.16063 0.90469  0.123
58 H -2.98940 4.61595 2.45719  0.114
59 H -3.99301 2.43007 2.51327  0.135
60 H -3.15792 0.75088 0.79567  0.088
61 H 2.63401 3.05660 -1.45938  0.140
62 H 2.95806 1.37438 -1.33494  0.134
63 H 3.85024 3.54584 0.37533  0.123
64 H 3.54449 4.07304 2.80359  0.118
65 H 1.81874 2.95918 4.03337  0.100
66 H 0.24638 1.31915 2.81843  0.112
67 H 1.93915 1.39585 -3.74757  0.130
68 H 0.34810 0.62112 -3.50744  0.151
69 H 3.13464 -0.51028 -4.51383  0.113
70 H 4.39284 -2.59386 -3.90794  0.135
71 H 4.10229 -3.43795 -1.54848  0.124
72 H 2.56648 -2.26980 -0.08040  0.099